Record 1
87
Properties=species:S:1:pos:R:3:forces:R:3:mulliken_spin:R:1 method="wB97M-V/def2-TZVPD" largest_force_ha_per_bohr=0.060 mol_weight_g_mol=814.604 s_squared=0.87 homo_ev="-8.6 / -10.3" charge=+1 total_energy_ev=-161596.78937 multiplicity=2
Br 4.202 0.069 -4.604 -0.1521 0.0286 0.2449 0.00
C -0.458 3.315 1.815 0.0638 -0.0118 0.0413 0.02
C 1.133 4.478 3.185 0.0727 0.0643 0.0786 0.01
H 2.012 -3.635 -1.671 0.0238 0.0909 0.0248 0.00
H 4.937 0.506 -1.767 0.0280 0.0192 -0.0011 0.00
H 1.319 -0.052 -3.982 -0.0342 -0.0249 -0.0388 0.00
N 0.436 -7.389 -0.716 -0.5373 -0.2141 1.1751 0.00
C -2.758 2.911 0.266 -0.2822 -0.7096 0.0352 0.02
H -2.368 -1.046 2.869 0.0847 0.0775 0.0522 0.00
N -0.036 -4.101 0.238 -0.1378 0.5235 -0.0240 0.00
P -1.014 2.404 0.355 -0.9417 0.8869 -0.1550 0.02
C 0.240 3.911 -3.790 0.0338 0.0729 0.0086 0.00
C -1.145 -3.997 -0.558 -0.3830 0.3372 -0.2579 0.01
C -4.671 4.322 0.120 0.1571 -0.0917 0.0202 0.02
C 0.510 4.099 -1.407 -0.0838 -0.0687 0.0516 0.00
C 1.412 -5.717 -1.793 -0.0492 -0.7430 -0.4592 0.00
C 1.316 -6.878 -2.599 0.3062 1.2670 0.4177 0.00
C -0.455 3.119 -1.219 0.1502 -0.1125 0.0145 -0.02
H -1.666 3.790 4.949 -0.1005 0.0015 0.0312 0.00
C 1.781 -6.870 -3.912 -0.0530 0.0042 0.1219 0.00
H 1.559 -3.107 2.328 0.0307 -0.0212 0.0774 0.00
C -5.494 3.197 0.109 -0.1249 0.0341 -0.0289 -0.01
H 0.010 0.097 -1.887 0.0947 0.0947 -0.1816 0.02
N -0.501 -1.964 0.082 0.1730 -0.1556 0.1884 0.01
N -0.680 -0.006 2.335 0.3845 0.3996 1.3219 0.13
H 2.342 1.297 1.856 -0.0053 -0.0001 -0.0331 0.01
C 0.484 0.600 2.732 0.3344 -0.1676 0.4493 -0.01
C -2.809 0.562 0.306 1.2354 2.0648 0.1252 0.07
C 0.332 -2.848 0.596 0.4454 -0.1581 0.1257 -0.01
H -1.266 2.547 -4.466 -0.0390 -0.0608 -0.0194 0.00
H 2.813 -3.645 -4.002 0.0383 0.1247 -0.0258 0.00
H -5.108 5.309 0.064 -0.0360 0.0161 0.0048 0.00
C 0.625 -5.339 0.571 0.1404 -0.4585 0.4642 0.00
N 0.925 0.539 0.460 1.1339 0.2346 0.5315 0.21
C -1.490 -0.529 3.249 -0.6582 -0.3967 0.8158 -0.05
H 1.610 5.248 -2.832 0.0375 0.0247 -0.0190 0.00
H 0.523 4.212 -4.788 0.0073 0.0262 -0.0513 0.00
H 1.721 -7.755 -4.520 -0.0237 -0.1300 -0.1349 0.00
H 1.644 -1.512 1.581 0.0087 -0.0216 0.0059 0.02
H 0.500 4.927 5.181 0.0725 0.0574 0.1021 0.00
V -0.970 0.066 0.443 -1.9494 -1.1027 -2.1276 -0.25
N 0.710 -7.847 -1.853 -0.0806 -0.7896 -0.4984 0.00
H 2.444 -2.883 0.811 0.0471 0.0125 0.0276 0.00
C 3.200 0.237 -2.994 0.0293 -0.0315 -0.1538 0.07
H -1.893 1.836 -2.185 0.0921 0.0370 -0.0509 -0.01
H 1.569 -5.112 1.081 -0.2406 0.0057 -0.1194 0.00
C 1.363 0.872 1.677 0.4308 0.1218 0.6521 0.34
C -1.250 -0.436 4.603 0.0312 0.0936 -0.2143 0.14
H -1.630 -4.852 -0.985 -0.0565 -0.1633 -0.0739 0.00
C 3.858 0.448 -1.790 -0.0265 -0.0123 -0.4376 -0.03
C 1.727 0.473 -0.640 0.7544 -0.2022 -1.2384 -0.12
H 3.663 0.706 0.304 0.0268 0.0325 0.1009 0.01
H -0.004 -5.952 1.229 0.1810 0.1192 -0.1176 0.00
C -1.338 3.265 2.901 -0.0004 0.0458 -0.2101 0.02
O -3.025 -0.611 0.504 0.0458 -1.9860 0.1621 0.07
C 0.728 0.816 4.110 -0.0665 -0.0838 -0.0846 0.13
C 1.948 -4.529 -2.274 0.0697 0.2201 0.0112 0.00
C 2.306 -5.689 -4.381 0.0010 -0.1436 -0.1768 0.00
C 3.132 0.572 -0.626 -0.5246 -0.0303 0.2982 0.12
H -2.297 2.775 2.792 -0.0286 0.0146 0.0468 0.00
C -1.100 2.566 -2.331 -0.0250 0.0794 0.0558 0.04
C 0.239 4.462 4.244 0.0219 -0.0379 0.0389 0.01
H -5.614 1.054 0.153 -0.0554 -0.0748 0.0152 0.00
C -0.135 0.301 5.040 0.0358 -0.0045 -0.2215 -0.01
C 0.857 4.486 -2.692 0.0641 0.0466 -0.1243 0.00
C 0.798 3.890 1.977 -0.1494 0.0630 -0.0589 0.00
H -1.913 -0.905 5.311 -0.1395 -0.0319 -0.0043 0.01
H 2.659 -5.634 -5.398 0.0790 -0.0092 -0.1067 0.00
H -2.643 5.051 0.217 0.0057 0.0430 -0.0090 0.00
H 2.096 4.951 3.301 0.1033 0.0444 0.0079 0.00
C -1.416 -2.668 -0.652 -0.3413 -0.8596 -0.3370 -0.01
H 0.975 4.587 -0.566 0.0636 0.0113 0.0245 0.00
C 1.815 0.122 -3.039 0.2746 -0.0615 -0.2183 -0.04
C 2.387 -4.542 -3.579 0.0113 0.1052 0.1299 0.00
C -0.759 2.964 -3.608 0.0122 0.0153 -0.0403 0.01
H 1.516 3.879 1.171 0.0684 -0.0129 0.0147 -0.01
C -3.290 4.184 0.201 -0.1442 -0.0601 0.0062 -0.02
H 1.601 1.375 4.404 0.1425 0.0475 0.0163 0.00
N 0.849 -6.106 -0.611 0.3737 0.3052 -0.7122 0.00
C 1.564 -2.574 1.379 -0.0497 0.0660 0.0827 -0.05
H -6.566 3.325 0.044 -0.0318 0.0148 0.0017 0.00
C 1.094 0.226 -1.873 0.1112 0.0096 0.5849 0.07
C -4.968 1.919 0.173 0.2819 -0.1412 0.0112 0.03
H 0.032 0.448 6.097 0.0796 0.0083 0.0201 0.00
H -2.215 -2.184 -1.184 -0.0475 -0.0867 0.0183 0.00
C -3.579 1.768 0.251 -0.9510 1.3748 -0.1409 0.02
C -0.990 3.834 4.109 0.0555 0.0842 0.0494 0.00

=====

Record 2
85
Properties=species:S:1:pos:R:3:forces:R:3:lowdin_charge:R:1 method="wB97M-V/def2-TZVPD" largest_force_ha_per_bohr=0.043 mol_weight_g_mol=943.271 homo_ev=-12.8 charge=+2 total_energy_ev=-108106.07064
C 1.280 4.349 1.892 -0.0654 0.1009 0.0263 -0.04
Ir -0.124 -0.048 0.063 -0.7272 1.9142 0.8354 1.06
C -2.993 1.945 -1.464 0.0671 0.1090 0.0269 -0.19
H -0.377 -1.833 6.016 0.0294 0.0365 -0.0123 0.13
H -2.614 5.775 -1.682 0.0230 -0.0064 -0.0007 0.12
C 0.379 3.489 3.952 0.0443 -0.0395 0.0231 -0.05
H 5.090 3.423 -0.823 0.0010 -0.0157 -0.0055 0.12
C -5.578 -1.876 1.052 0.0580 -0.0273 0.0291 -0.12
C 3.202 2.430 -0.766 -0.0147 0.1102 -0.2158 0.01
C -1.679 -2.644 2.997 0.1003 0.0796 -0.1313 -0.14
C -0.517 2.702 3.243 -0.0117 0.0085 -0.0174 -0.09
C 4.393 2.844 -0.232 -0.1216 -0.0514 0.1102 -0.04
H -3.091 0.871 -1.402 -0.0988 0.0242 -0.0375 0.05
P -4.525 0.675 1.192 -0.1659 -0.1218 -0.6205 1.07
C -6.039 -3.085 1.561 -0.0138 0.0174 -0.0117 -0.07
H -3.925 2.074 -3.386 0.0054 -0.0015 0.0059 0.12
H 1.191 0.343 -3.318 -0.0232 -0.0917 0.1303 0.04
H -3.068 -4.300 2.884 0.0526 -0.0138 0.0024 0.14
C -2.545 -3.535 2.325 0.0401 -0.0329 -0.0837 0.03
C -2.705 -3.425 0.974 -0.0439 -0.1861 0.0121 -0.02
C -0.552 -1.805 4.949 -0.0580 -0.0718 0.1276 -0.02
O 1.186 1.281 -0.622 0.2849 -0.2942 -0.5473 -0.31
P -1.595 1.676 0.876 0.3538 -0.4629 0.0431 1.01
C 2.611 1.343 1.327 0.0582 0.1416 -0.4052 -0.14
H -6.563 -3.780 0.917 -0.0089 0.0120 0.0075 0.12
H -1.801 4.592 0.311 0.0051 0.0147 -0.0295 0.11
H -2.547 0.261 2.580 0.0022 0.1375 0.1517 0.03
C -7.725 2.070 3.341 -0.0693 -0.0316 -0.1312 -0.06
C 3.843 1.808 1.857 -0.0357 -0.1772 0.2584 -0.05
H -1.938 -3.424 4.993 -0.0354 0.0286 -0.0136 0.13
Cl 6.235 3.014 1.750 0.0295 0.0602 0.0106 0.73
H 1.986 4.978 1.367 -0.0121 0.0010 -0.0036 0.12
C -6.881 1.248 2.608 0.1234 0.0726 0.1164 -0.08
C 0.381 3.574 1.177 -0.1368 0.0716 0.0840 -0.11
C -3.452 2.619 -2.580 -0.0629 0.0082 0.0180 -0.08
H -8.648 1.669 3.739 0.0054 0.0122 -0.0018 0.11
C -3.280 3.995 -2.673 -0.0115 -0.0286 0.0254 -0.05
H -4.479 3.520 1.842 0.0021 0.0367 0.0586 0.09
H 0.382 3.458 5.034 -0.0158 -0.0001 -0.0056 0.12
C -4.918 -0.972 1.880 0.1621 0.3151 0.3495 -0.42
H -5.031 -2.729 4.777 -0.0338 -0.0182 -0.0088 0.12
H 2.937 2.679 -1.786 0.0074 -0.0082 0.0059 0.12
C -2.708 4.699 -1.624 -0.0548 0.0694 -0.0016 -0.05
C -5.176 -2.496 3.729 0.0863 0.0646 0.0820 -0.08
H -2.183 -2.285 -0.787 -0.0402 -0.0054 0.0030 0.10
H -6.215 -4.327 3.299 -0.0043 0.0152 0.0145 0.12
C 4.719 2.519 1.099 0.0778 0.1103 -0.0892 -0.66
H -8.057 4.036 4.127 0.0100 -0.0014 0.0056 0.11
C -1.005 -1.685 2.223 0.1017 -0.1514 -0.0452 -0.18
H 0.866 -0.213 4.632 -0.0097 -0.0589 0.0731 0.12
H -7.149 0.213 2.439 -0.0214 -0.0070 0.0754 0.10
C -2.249 4.033 -0.499 0.0034 -0.0471 0.1060 -0.08
C 2.289 1.657 -0.026 -0.0155 -0.1513 0.4771 -0.34
C -6.226 3.918 3.017 0.0029 0.0729 -0.1128 -0.07
C -2.907 1.132 2.028 0.0985 -0.6291 -0.2536 -0.44
H -3.074 1.957 2.722 0.0620 0.0348 -0.0132 0.06
H 2.168 0.439 3.191 -0.0077 -0.0287 -0.0028 0.14
C 0.144 0.595 -3.436 0.3309 0.7740 -0.0949 -0.85
C 0.160 -0.883 4.161 0.1047 0.2334 -0.1373 0.02
H -1.179 2.038 3.783 -0.0452 0.0660 0.0117 0.10
Cl -0.073 2.321 -3.220 -0.0056 -0.1526 -0.1082 0.65
H 1.966 4.928 3.839 -0.0017 -0.0098 -0.0002 0.12
C -0.541 2.763 1.848 0.3598 -0.0606 -0.2300 -0.35
C -2.369 2.644 -0.423 0.3727 -0.3419 -0.4335 -0.38
H -5.985 4.964 3.155 0.0156 -0.0098 -0.0010 0.11
H -5.741 -1.625 0.010 -0.0366 0.0040 0.0120 0.11
C -4.712 -1.290 3.224 -0.2160 -0.1764 -0.1044 -0.10
N 0.690 -0.046 1.875 -0.2922 -0.2225 -0.2336 -0.09
H -0.236 0.318 -4.412 -0.0958 -0.2078 0.0760 0.05
C -5.377 3.101 2.286 0.0035 -0.0700 0.0513 -0.11
C 1.798 0.569 2.179 0.1506 -0.0641 0.1507 -0.03
Cl -0.799 -0.378 -2.247 -0.2826 -0.2930 0.0154 0.63
H -3.583 4.516 -3.572 -0.0873 0.0173 0.0480 0.12
C -5.678 1.749 2.115 0.0713 -0.0352 0.0983 -0.38
H -4.227 -0.583 3.889 -0.0264 0.0087 0.0106 0.12
H -3.338 -4.109 0.428 -0.0197 0.0488 -0.0121 0.13
N -1.224 -1.556 0.871 -0.2490 -0.3094 0.1041 -0.10
C -1.433 -2.684 4.385 0.0374 -0.0360 0.0677 0.01
C -7.395 3.400 3.555 -0.0303 -0.0144 0.0309 -0.07
C -5.841 -3.392 2.899 -0.0352 -0.0056 -0.0450 -0.07
H 4.107 1.567 2.880 -0.0472 -0.0060 -0.0077 0.13
C 1.273 4.315 3.280 -0.0066 -0.0150 -0.0337 -0.04
C -2.044 -2.407 0.280 0.0303 0.1092 -0.0015 -0.09
C -0.033 -0.839 2.803 -0.0106 -0.1813 0.2580 -0.21
H 0.388 3.595 0.095 0.0331 0.0312 0.0148 0.11

=====

Record 3
86
Properties=species:S:1:pos:R:3:forces:R:3:mulliken_spin:R:1 method="wB97M-V/def2-TZVPD" largest_force_ha_per_bohr=0.041 mol_weight_g_mol=756.900 s_squared=0.85 homo_ev="-7.1 / -7.3" charge=0 total_energy_ev=-103901.52722 multiplicity=2
H -4.610 -1.446 -5.637 -0.0041 -0.0103 0.0103 0.00
H -3.413 -6.000 -2.245 0.0150 -0.0004 -0.0107 0.00
C -2.459 2.120 -3.000 0.0338 -0.0721 -0.1927 0.00
C 5.118 1.875 0.514 -0.0056 0.0090 0.0312 0.00
C 3.014 -2.905 1.049 -0.0420 -0.0597 0.0298 0.00
H 5.926 3.845 0.231 -0.0098 0.0114 0.0033 0.00
C 2.141 -0.578 -6.307 0.0064 -0.0297 0.0133 0.00
C -1.447 -3.484 -1.094 -0.0096 0.0814 0.1272 -0.01
O -1.172 -2.603 2.299 -0.0213 0.0130 0.0357 0.01
S -0.061 -2.546 -1.659 0.3149 0.5345 0.2571 0.01
H 2.100 -0.688 -7.384 -0.0058 0.0032 0.0004 0.00
C -1.979 -4.437 -1.963 -0.0123 -0.0244 0.0126 0.01
H 2.342 -2.125 4.080 -0.0065 0.0111 0.0037 0.00
C 5.214 3.108 -0.117 0.0099 -0.0134 0.0113 0.00
C -1.481 -2.333 1.147 0.0104 -0.1232 -0.1392 0.00
C -1.434 0.996 -3.195 -0.1003 -0.0935 -0.1212 0.01
H 2.958 -5.286 -1.363 0.0031 0.0061 -0.0060 0.00
C -1.341 1.810 -1.130 -0.0023 -0.0698 -0.2131 -0.03
C 2.531 -1.523 3.197 0.0569 -0.1484 -0.0288 0.00
C -3.595 -1.384 -5.266 -0.0358 0.0119 -0.0003 0.00
H -0.560 1.391 -3.723 -0.0015 -0.0384 0.0665 0.00
C 2.522 -3.879 0.185 0.0018 -0.0089 0.0771 0.00
C -3.506 -5.188 -0.262 -0.0085 -0.0028 0.0413 0.01
N -0.978 0.764 -1.789 0.2891 0.2490 0.4175 -0.03
O 1.768 -0.295 3.315 -0.0979 0.0287 0.0238 0.00
H -3.967 0.445 -4.261 -0.0336 0.0411 0.0144 0.00
C 0.056 2.040 2.783 0.0572 0.0461 -0.0438 0.01
C -0.900 2.029 0.234 0.0975 -0.0245 0.0759 -0.04
C -2.979 -4.252 0.613 0.0244 -0.0046 -0.0340 0.00
C -2.677 -2.374 -5.578 0.0148 -0.0020 0.0111 0.00
Cr 0.093 -0.538 -0.485 -0.5698 -1.9409 -0.5416 1.23
C -1.374 -2.266 -5.116 -0.0016 0.0388 0.0037 -0.01
H 2.806 -2.367 -3.511 0.0174 -0.0053 -0.0103 0.00
C 4.724 -4.260 -0.691 -0.0460 -0.0010 -0.0050 0.00
H 4.808 -1.914 1.730 -0.0103 0.0050 0.0108 0.00
C 3.390 1.173 -1.051 -0.1965 -0.0323 0.0611 -0.01
C -1.919 -0.200 -3.989 -0.0753 0.0327 -0.0427 0.01
C 2.250 -0.295 -3.509 -0.1359 0.0716 0.1422 0.00
H 6.289 -3.100 0.207 0.0012 -0.0022 -0.0052 0.00
H -3.477 1.753 -2.889 -0.0294 -0.0302 0.0397 0.00
C 4.394 3.382 -1.202 -0.0274 0.0215 0.0111 0.00
H 2.721 -2.614 -5.959 -0.0016 -0.0019 -0.0004 0.00
C -3.006 -5.272 -1.555 -0.0103 -0.0138 -0.0155 0.00
C 2.490 -1.657 -5.507 -0.0012 -0.0045 -0.0108 0.00
O -1.442 -1.137 0.640 0.2525 0.3806 0.0305 -0.01
H -2.975 -3.219 -6.186 0.0065 -0.0034 -0.0089 0.00
H -2.008 3.784 0.732 0.0123 0.0231 0.0206 0.00
Si 2.240 -0.243 -1.608 0.4493 -0.0542 -0.1791 -0.02
C 0.407 1.070 1.864 -0.0392 0.0398 0.0013 -0.01
C -3.220 -0.304 -4.479 0.0614 -0.0667 0.1420 0.00
H -2.420 2.883 -3.772 -0.0079 -0.0007 0.0156 0.00
H 0.447 1.985 3.789 -0.0082 0.0146 0.0065 0.00
C 5.230 -3.321 0.193 0.0239 0.0322 0.0377 0.00
C 2.543 -1.515 -4.127 0.0332 0.0205 -0.0164 0.00
C -1.307 3.042 1.086 0.0217 0.0326 -0.0175 0.01
H -1.572 -4.516 -2.964 0.0021 -0.0017 0.0016 0.00
H 4.460 4.342 -1.700 0.0014 -0.0021 -0.0065 0.00
H -0.634 -3.019 -5.356 -0.0116 -0.0178 -0.0138 0.00
C 3.491 2.428 -1.655 -0.0250 0.0136 0.0710 0.00
N -0.044 1.075 0.607 -0.2783 0.5339 0.4220 -0.02
C -1.972 -3.388 0.200 -0.0233 0.0117 -0.0249 0.01
C -0.998 -1.182 -4.341 0.0460 0.0949 -0.0672 0.00
H 1.631 1.732 -3.901 0.0451 0.0177 -0.0022 0.00
C 2.010 -2.176 1.908 -0.0554 -0.1156 -0.0227 0.01
N 1.330 -1.032 1.239 -0.0070 0.6072 -0.3016 -0.04
H 2.864 2.675 -2.501 0.0309 0.0022 -0.0399 0.00
C 4.379 -2.650 1.063 0.0179 0.0360 -0.0781 0.00
H 0.027 -1.096 -4.012 -0.1015 -0.0090 -0.0434 0.00
C 1.893 0.774 -4.337 0.0380 -0.0223 0.0065 -0.01
C 3.365 -4.546 -0.686 0.0290 -0.0073 -0.0254 0.00
H 5.387 -4.773 -1.376 0.0050 -0.0077 0.0064 0.00
C 1.202 -0.121 2.128 0.1542 -0.1551 0.0697 -0.02
H -4.298 -5.851 0.063 -0.0050 0.0022 -0.0073 0.00
C 1.845 0.642 -5.717 -0.0264 0.0131 0.0020 0.00
H -3.342 -4.174 1.630 -0.0035 0.0007 0.0016 0.00
H 1.210 -2.875 2.165 -0.0639 0.0427 -0.0680 0.00
H 4.167 -0.042 0.537 0.0317 0.0247 -0.0326 0.00
H 5.755 1.650 1.361 0.0032 -0.0012 0.0020 0.00
H -1.109 3.821 3.076 -0.0099 -0.0001 0.0011 0.00
H 3.582 -1.245 3.153 0.0004 0.0195 0.0084 0.00
C -0.811 3.049 2.381 0.0265 -0.0297 -0.0295 -0.03
H 3.102 -1.415 -1.293 -0.0639 -0.0418 0.0172 -0.01
H 1.568 1.489 -6.334 0.0027 0.0045 -0.0009 0.00
C 4.217 0.927 0.051 -0.0349 0.0201 -0.0042 0.00
H 1.462 -4.097 0.183 -0.0039 -0.0124 -0.0051 0.00
O -2.088 2.724 -1.740 0.0223 0.1027 0.0205 0.00